(1)
{"formula": "C18H18Cl3GeN4Ti", "method": "ωB97M-V/def2-TZVPD", "multiplicity": 2, "orbital_gap_ev": [7.59, 7.94], "charge": 2, "s_squared": 0.7570, "lumo_ev": [-6.928, -6.889], "relative_energy_kcal_mol": 23.87, "e_homo_ev": [-14.52, -14.83], "symbols": ["Cl", "C", "C", "C", "C", "H", "H", "C", "C", "H", "H", "H", "H", "N", "Cl", "C", "C", "C", "C", "C", "C", "H", "H", "N", "H", "H", "C", "H", "H", "C", "Cl", "N", "N", "H", "H", "C", "H", "C", "H", "H", "C", "C", "Ti", "H", "Ge"], "coordinates": [[1.689, -3.987, -0.695], [0.014, 0.875, 4.771], [2.979, -0.842, 0.646], [1.248, 2.055, -0.782], [4.692, 0.714, 0.073], [0.019, 1.148, 5.817], [-2.642, -1.791, 1.063], [4.320, -0.524, 0.574], [-4.676, 0.709, 0.064], [2.654, -1.793, 1.049], [1.519, 3.112, -0.787], [-3.936, 2.566, -0.744], [-1.036, 1.717, -1.827], [0.005, 0.194, 2.102], [-1.795, -4.013, -0.951], [-3.686, 1.589, -0.351], [0.000, -0.763, 3.049], [-4.306, -0.526, 0.576], [0.017, 1.860, 3.792], [-1.230, 2.036, -0.799], [-2.964, -0.844, 0.651], [1.070, 1.757, -1.819], [-0.004, -1.782, 2.687], [2.020, -0.005, 0.220], [5.735, 0.993, 0.001], [-0.900, 3.109, 1.404], [-2.367, 1.191, -0.270], [-5.053, -1.232, 0.909], [-0.006, -1.250, 5.135], [0.009, 1.490, 2.461], [0.001, -1.226, -1.932], [-2.004, -0.012, 0.216], [0.006, 1.802, -0.006], [-1.501, 3.092, -0.833], [5.067, -1.235, 0.899], [2.382, 1.203, -0.256], [0.025, 2.906, 4.068], [3.702, 1.600, -0.334], [3.954, 2.579, -0.718], [0.857, 3.148, 1.405], [-0.008, 2.488, 1.318], [0.002, -0.464, 4.394], [0.009, -0.223, 0.224], [-5.719, 0.988, -0.010], [-0.103, -2.879, -0.314]], "forces_ev_per_a": [[-0.0669, -0.1109, -0.1216], [-0.0016, -0.0427, -0.1221], [0.0235, -0.0479, 0.0396], [0.4141, 0.0030, -0.1939], [-0.1085, -0.0271, 0.0032], [-0.0021, 0.0139, 0.0011], [0.0212, -0.0268, -0.0479], [0.1069, 0.0852, -0.0527], [0.1038, -0.0273, -0.0027], [-0.0143, -0.0349, -0.0613], [-0.0861, 0.0218, 0.0340], [0.0073, -0.0056, -0.0031], [0.0713, 0.0544, 0.0061], [-0.0231, 0.4087, 3.0833], [0.0849, -0.0489, -0.0525], [0.0248, 0.0057, -0.0004], [0.0151, 0.0325, 0.2821], [-0.1118, 0.1010, -0.0435], [-0.0014, 0.0746, 0.0431], [-0.3875, 0.0800, -0.2606], [-0.0431, -0.0485, 0.0245], [-0.0832, 0.0595, 0.0036], [-0.0040, -0.0495, 0.0902], [1.8177, 0.5459, -0.0929], [0.0030, -0.0113, 0.0191], [-0.0036, 0.0196, -0.0897], [-0.1375, 0.1857, -0.0434], [0.0604, -0.0419, 0.0344], [0.0086, -0.0483, -0.0499], [-0.0033, -0.0621, 0.0228], [0.0848, 0.3986, -1.5343], [-1.8649, 0.5624, -0.0802], [-0.0330, 1.1859, -0.2185], [0.0730, 0.0151, 0.0560], [-0.0576, -0.0365, 0.0406], [0.1455, 0.1860, -0.0608], [-0.0037, 0.0068, -0.0320], [-0.0218, 0.0060, 0.0063], [-0.0086, -0.0053, -0.0044], [0.0040, 0.0193, -0.0901], [0.0040, -0.1270, 0.3935], [0.0029, 0.1782, 0.0531], [-0.0068, -3.1053, -1.9730], [-0.0022, -0.0102, 0.0196], [-0.0002, -0.3317, 0.9754]], "lowdin_spin": [-0.003, 0.026, 0.014, 0.002, 0.018, 0.001, 0.001, -0.002, 0.018, 0.001, 0.000, 0.000, 0.000, -0.006, -0.003, -0.002, 0.019, -0.002, -0.004, 0.002, 0.013, 0.000, 0.001, -0.002, 0.001, 0.001, 0.013, 0.000, -0.001, 0.020, 0.026, -0.003, -0.004, 0.000, 0.000, 0.013, -0.001, -0.002, 0.000, 0.001, 0.002, -0.003, 0.853, 0.001, -0.006]}

***

(2)
{"formula": "C3H7NS", "method": "ωB97M-V/def2-TZVPD", "orbital_gap_ev": [6.78, 6.78], "lumo_ev": [-2.293, -2.293], "relative_energy_kcal_mol": 111.16, "e_homo_ev": [-9.07, -9.07], "symbols": ["H", "C", "C", "C", "N", "H", "S", "H", "H", "H", "H", "H"], "coordinates": [[-1.519, -1.639, 0.475], [-0.330, -0.013, 0.139], [0.647, -0.652, -0.817], [-1.165, -0.802, 1.043], [1.064, 0.227, 0.296], [0.997, -0.330, -1.814], [1.985, 2.610, -0.563], [-0.491, -1.230, 1.808], [-0.908, 0.840, -0.331], [0.879, -1.777, -0.756], [0.742, 2.944, -0.895], [-1.902, -0.178, 1.415]], "forces_ev_per_a": [[-0.7143, -0.3754, -0.1790], [-0.4913, 2.2296, -4.2903], [0.8467, -0.7856, -0.0874], [2.3772, -1.5959, 0.7380], [1.6591, 0.7090, 0.2649], [-1.0288, 0.3164, 0.4966], [-0.7782, -2.3959, 0.7647], [-0.6373, 0.2284, 0.1324], [0.7773, -0.8512, 0.5071], [-0.1093, 1.7016, 0.6208], [-0.3066, 0.1217, -0.0966], [-1.5944, 0.6974, 1.1286]], "lowdin_charge": [0.081, -0.466, -0.178, -0.054, 0.033, 0.098, 0.367, 0.102, 0.149, 0.128, -0.314, 0.055]}

***

(3)
{"formula": "C3H5NS", "method": "ωB97M-V/def2-TZVPD", "orbital_gap_ev": 8.57, "lumo_ev": 0.280, "relative_energy_kcal_mol": 69.05, "e_homo_ev": -8.29, "smiles": "C=CNC=S", "symbols": ["S", "C", "H", "H", "H", "C", "C", "H", "N", "H"], "coordinates": [[0.087, 0.071, -3.043], [-0.038, -0.366, 0.600], [-0.208, 1.668, 1.466], [-0.440, 0.500, 2.626], [0.061, -1.469, 0.659], [-0.048, -0.559, -1.534], [-0.159, 0.526, 1.593], [-0.779, -1.440, -1.277], [0.365, 0.049, -0.562], [1.160, 1.021, -0.529]], "forces_ev_per_a": [[0.0932, -0.5990, -0.9823], [0.2115, -0.8109, 6.6633], [0.5885, -1.7225, -1.0220], [0.0256, -1.6272, 0.4356], [-0.8442, 0.7202, 0.8088], [-3.7208, -2.9859, -7.3131], [-1.0188, 2.1203, 0.2843], [1.6219, 1.3756, -0.6221], [6.6508, 7.4393, 2.7069], [-3.6076, -3.9100, -0.9594]], "lowdin_charge": [0.546, -0.284, 0.087, 0.035, 0.137, -0.827, 0.024, 0.133, -0.155, 0.304]}